Record 1
ORCA calculation (wB97M-V/def2-TZVPD) on a molecular structure, C61H73As3CdGeN3O3P in a non-equilibrium geometry.

electronic energy = -12051.0888 hartree
ΔE to the lowest compared entry with this formula, charge and spin = 20.0 kcal/mol
gap between HOMO and LUMO = 7.336 eV
LUMO = -4.9 eV
net charge = +2
HOMO = -0.4482 Eh

Each line ends with the Löwdin charge.
Cartesian coordinates (Å):
Cd: -0.551 0.011 -0.418  1.187
C: -2.096 -3.819 1.809  -0.019
C: -1.400 -2.914 0.998  -0.145
N: -1.567 -1.605 1.088  0.040
C: -2.445 -1.118 1.988  -0.187
C: -3.137 -1.943 2.881  -0.148
C: -2.951 -3.332 2.760  0.013
C: -4.024 -1.364 3.851  -0.001
C: -4.244 -0.036 3.878  -0.001
C: -3.630 0.828 2.907  -0.135
C: -3.936 2.195 2.823  0.020
C: -3.379 2.952 1.824  -0.023
C: -2.504 2.335 0.930  -0.190
N: -2.177 1.059 0.998  0.020
C: -2.733 0.300 1.967  -0.162
H: -1.929 -4.881 1.687  0.122
H: -0.697 -3.256 0.242  0.054
H: -3.488 -4.001 3.423  0.131
H: -4.518 -2.022 4.557  0.127
H: -4.911 0.403 4.609  0.127
H: -4.623 2.635 3.536  0.133
H: -3.610 4.004 1.716  0.120
H: -2.045 2.905 0.133  0.044
C: 1.377 -4.589 0.677  -0.054
C: 2.461 -4.150 -0.308  -0.300
C: 3.613 -3.467 0.430  -0.066
C: 1.946 -3.231 -1.455  -0.250
C: 2.167 -3.804 -2.868  -0.048
O: 0.838 -4.158 -3.308  0.021
C: -0.015 -3.626 -2.402  -0.334
N: 0.480 -3.020 -1.400  0.130
C: -1.437 -3.940 -2.713  -0.128
C: -1.665 -5.244 -3.168  -0.002
C: -2.919 -5.648 -3.583  -0.037
C: -3.962 -4.731 -3.593  -0.042
C: -3.748 -3.445 -3.137  -0.081
C: -2.500 -3.037 -2.657  -0.282
P: -2.341 -1.280 -2.121  1.050
C: -3.894 -0.946 -1.197  -0.389
C: -4.522 -1.917 -0.416  -0.101
C: -5.647 -1.602 0.333  -0.061
C: -6.163 -0.313 0.314  -0.062
C: -5.536 0.666 -0.446  -0.066
C: -4.405 0.351 -1.184  -0.127
C: -2.541 -0.489 -3.762  -0.388
C: -1.367 -0.383 -4.510  -0.130
C: -1.392 0.109 -5.807  -0.073
C: -2.597 0.512 -6.367  -0.059
C: -3.771 0.401 -5.633  -0.056
C: -3.748 -0.104 -4.339  -0.092
H: 0.997 -3.736 1.244  0.044
H: 0.537 -5.075 0.176  0.086
H: 1.799 -5.299 1.390  0.089
H: 2.861 -5.054 -0.775  0.135
H: 4.026 -4.132 1.193  0.074
H: 4.425 -3.193 -0.249  0.107
H: 3.261 -2.556 0.923  0.023
H: 2.448 -2.271 -1.360  0.079
H: 2.781 -4.700 -2.883  0.131
H: 2.577 -3.081 -3.573  0.119
H: -0.834 -5.935 -3.208  0.126
H: -3.075 -6.661 -3.928  0.119
H: -4.940 -5.017 -3.959  0.119
H: -4.571 -2.744 -3.158  0.110
H: -4.136 -2.929 -0.391  0.106
H: -6.129 -2.370 0.927  0.116
H: -7.053 -0.073 0.884  0.115
H: -5.935 1.673 -0.470  0.114
H: -3.921 1.122 -1.769  0.078
H: -0.427 -0.711 -4.079  0.076
H: -0.477 0.174 -6.383  0.113
H: -2.623 0.898 -7.378  0.115
H: -4.715 0.703 -6.073  0.116
H: -4.677 -0.199 -3.793  0.106
C: 0.519 2.744 3.262  -0.301
As: 0.862 2.531 1.343  1.068
C: 2.818 2.387 1.436  -0.298
C: 0.652 4.462 0.964  -0.344
C: 0.787 4.993 -0.469  -0.660
C: 0.610 6.518 -0.416  -0.056
C: -0.351 4.501 -1.383  -0.356
As: -0.446 2.660 -2.104  1.058
C: -2.153 3.003 -2.995  -0.293
C: 0.667 2.866 -3.698  -0.299
C: 2.137 4.613 -1.103  -0.394
As: 3.945 5.280 -0.558  1.134
C: 3.789 6.048 1.248  -0.339
C: 3.915 6.991 -1.509  -0.338
H: 1.066 3.609 3.636  0.037
H: 0.844 1.860 3.807  -0.002
H: -0.547 2.895 3.440  0.016
H: 3.293 3.362 1.374  -0.022
H: 3.204 1.769 0.624  0.019
H: 3.097 1.928 2.383  0.013
H: 1.388 4.954 1.601  0.059
H: -0.334 4.727 1.360  0.078
H: -0.397 6.779 -0.080  0.094
H: 0.764 6.960 -1.403  0.093
H: 1.317 6.975 0.273  0.061
H: -0.343 5.108 -2.291  0.081
H: -1.314 4.689 -0.900  0.073
H: -2.111 3.976 -3.484  0.044
H: -2.971 3.012 -2.275  0.014
H: -2.346 2.238 -3.741  0.003
H: 0.376 3.786 -4.204  0.044
H: 0.490 2.024 -4.367  0.013
H: 1.724 2.913 -3.448  0.011
H: 2.120 4.906 -2.158  0.060
H: 2.233 3.522 -1.093  0.019
H: 3.656 5.289 2.016  0.000
H: 3.010 6.803 1.339  0.012
H: 4.750 6.531 1.428  0.026
H: 3.836 6.817 -2.582  0.022
H: 4.859 7.502 -1.319  0.024
H: 3.098 7.632 -1.184  0.013
C: 2.013 -0.141 -2.544  -0.042
O: 2.449 -0.592 -1.256  -0.131
C: 1.613 -0.664 -0.251  -0.404
O: 2.225 -1.173 0.737  -0.233
H: 2.372 0.873 -2.700  0.086
H: 0.931 -0.173 -2.630  0.013
H: 2.458 -0.804 -3.281  0.103
Ge: 2.022 -1.123 2.609  1.023
C: 1.825 -2.880 3.349  -0.321
C: 2.878 -3.794 3.243  -0.132
C: 2.813 -5.008 3.908  -0.058
C: 1.713 -5.301 4.707  -0.055
C: 0.681 -4.383 4.843  -0.068
C: 0.736 -3.173 4.164  -0.118
C: 3.732 -0.391 3.085  -0.327
C: 4.765 -0.247 2.163  -0.113
C: 5.997 0.241 2.577  -0.058
C: 6.196 0.587 3.907  -0.059
C: 5.170 0.441 4.832  -0.064
C: 3.940 -0.053 4.424  -0.105
H: 0.772 -0.249 2.765  0.001
H: 3.751 -3.554 2.645  0.078
H: 3.627 -5.717 3.821  0.119
H: 1.670 -6.244 5.237  0.114
H: -0.160 -4.610 5.488  0.109
H: -0.065 -2.451 4.278  0.093
H: 4.612 -0.513 1.123  0.100
H: 6.800 0.353 1.861  0.113
H: 7.158 0.968 4.227  0.113
H: 5.332 0.703 5.870  0.113
H: 3.143 -0.177 5.152  0.107


Record 2
ORCA calculation (wB97M-V/def2-TZVPD) on 14 unconnected molecules or ions with the total composition C61H96NO40 in a non-equilibrium geometry.

electronic energy = -5446.3664 hartree
ΔE to the lowest compared entry with this formula, charge and spin = 115.1 kcal/mol
gap between HOMO and LUMO = 4.773 eV
LUMO = 1.0 eV
net charge = -1
HOMO = -0.1397 Eh

Each line ends with the Löwdin charge.
Cartesian coordinates (Å):
C: -1.542 -0.637 -1.245  -0.049
C: -0.067 -1.061 -1.200  -0.429
C: 0.820 0.069 -1.792  -0.140
C: 1.185 1.204 -0.825  -0.158
C: 1.826 0.640 0.443  -0.154
C: 0.843 -0.301 1.193  -0.427
N: 0.408 -1.365 0.209  -0.205
O: -0.201 -2.513 0.787  -0.306
C: -0.433 0.436 1.796  -0.007
C: 1.729 -0.869 2.374  -0.018
C: 0.107 -2.333 -2.144  -0.005
H: -1.912 -0.958 -2.219  0.068
H: -1.775 0.427 -1.260  0.069
H: -2.176 -1.016 -0.444  0.063
H: 0.291 0.520 -2.632  0.103
H: 1.696 -0.362 -2.277  0.084
H: 0.364 1.859 -0.533  0.103
H: 1.930 1.818 -1.330  0.094
H: 2.061 1.516 1.047  0.106
H: 2.704 0.025 0.247  0.088
H: -1.065 -0.269 2.336  0.066
H: -1.058 0.887 1.026  0.051
H: -0.159 1.292 2.413  0.056
H: 2.259 -0.088 2.919  0.069
H: 2.531 -1.522 2.028  0.068
H: 1.083 -1.419 3.059  0.061
H: 0.010 -1.989 -3.174  0.066
H: -0.526 -3.180 -1.880  0.059
H: 1.129 -2.683 -1.999  0.038
C: 2.947 1.515 -4.693  -0.015
C: 1.913 0.985 -5.670  -0.308
C: 1.540 -0.511 -5.506  -0.038
O: 0.074 -0.465 -5.570  0.027
C: -0.342 0.815 -5.580  -0.506
O: -1.528 1.141 -5.543  0.120
O: 0.699 1.705 -5.429  0.059
H: 3.893 0.981 -4.785  0.089
H: 2.593 1.421 -3.667  0.065
H: 3.153 2.556 -4.942  0.097
H: 2.166 1.181 -6.712  0.152
H: 1.881 -0.824 -4.519  0.103
H: 1.954 -1.155 -6.281  0.136
C: -3.437 3.306 1.625  -0.007
C: -4.948 3.709 1.798  -0.264
C: -5.257 5.216 1.958  -0.107
O: -6.360 5.360 1.130  0.071
C: -6.450 4.262 0.321  -0.556
O: -7.290 4.158 -0.563  0.119
O: -5.588 3.327 0.600  0.094
H: -2.925 3.368 2.586  0.067
H: -2.907 3.941 0.915  0.079
H: -3.338 2.264 1.320  0.069
H: -5.419 3.161 2.614  0.152
H: -4.454 5.882 1.642  0.135
H: -5.536 5.417 2.992  0.135
C: -2.540 3.562 -3.088  -0.002
C: -1.461 4.379 -3.920  -0.324
C: -1.729 4.572 -5.414  -0.062
O: -1.657 6.002 -5.502  0.101
C: -1.522 6.540 -4.326  -0.553
O: -1.478 7.762 -4.152  0.113
O: -1.459 5.624 -3.329  0.096
H: -2.415 2.490 -3.243  0.057
H: -3.552 3.889 -3.328  0.085
H: -2.352 3.771 -2.035  0.076
H: -0.530 3.836 -3.756  0.139
H: -2.699 4.164 -5.699  0.132
H: -1.054 3.979 -6.033  0.118
C: -2.331 -5.772 -2.564  -0.019
C: -3.080 -5.027 -1.447  -0.275
C: -3.192 -3.462 -1.582  -0.049
O: -4.651 -3.316 -1.710  0.048
C: -5.292 -4.435 -1.454  -0.546
O: -6.507 -4.552 -1.326  0.129
O: -4.437 -5.516 -1.462  0.060
H: -1.329 -5.342 -2.570  0.068
H: -2.760 -5.473 -3.521  0.072
H: -2.291 -6.855 -2.447  0.084
H: -2.619 -5.288 -0.495  0.144
H: -2.672 -3.062 -2.453  0.093
H: -2.745 -2.973 -0.718  0.080
C: -1.336 -4.383 -6.558  -0.016
C: -1.901 -3.088 -5.882  -0.255
C: -2.828 -2.383 -7.004  -0.093
O: -4.003 -2.169 -6.343  0.111
C: -4.025 -2.772 -5.193  -0.570
O: -5.012 -2.815 -4.447  0.146
O: -2.864 -3.262 -4.893  0.089
H: -2.082 -5.060 -6.974  0.087
H: -0.841 -4.880 -5.723  0.072
H: -0.579 -4.162 -7.310  0.084
H: -1.122 -2.391 -5.574  0.121
H: -3.002 -3.122 -7.786  0.121
H: -2.374 -1.496 -7.446  0.131
C: 5.193 0.952 -1.952  -0.011
C: 5.603 0.903 -0.471  -0.289
C: 6.282 -0.367 0.085  -0.076
O: 7.264 0.221 0.909  0.073
C: 7.455 1.497 0.549  -0.577
O: 8.340 2.201 0.988  0.128
O: 6.555 1.954 -0.335  0.091
H: 4.661 1.878 -2.167  0.083
H: 4.412 0.206 -2.099  0.059
H: 5.990 0.732 -2.663  0.094
H: 4.770 1.128 0.195  0.137
H: 6.832 -1.014 -0.598  0.142
H: 5.543 -0.982 0.598  0.115
C: -5.349 1.040 -3.407  0.018
C: -5.491 -0.118 -2.399  -0.359
C: -5.514 0.139 -0.908  -0.060
O: -6.614 -0.652 -0.477  0.092
C: -7.226 -1.217 -1.492  -0.535
O: -8.126 -2.045 -1.351  0.116
O: -6.671 -0.760 -2.641  0.079
H: -6.227 1.684 -3.443  0.096
H: -4.873 0.789 -4.355  0.083
H: -4.677 1.756 -2.934  0.047
H: -4.869 -0.957 -2.710  0.124
H: -5.761 1.193 -0.784  0.120
H: -4.507 -0.008 -0.518  0.126
C: 6.996 -2.271 4.399  -0.007
C: 5.607 -2.059 4.008  -0.402
C: 4.612 -3.082 4.474  -0.044
O: 3.591 -2.273 5.113  0.081
C: 3.967 -1.028 5.132  -0.589
O: 3.300 -0.137 5.600  0.126
O: 5.150 -0.878 4.520  0.105
H: 7.153 -2.133 5.468  0.102
H: 7.627 -1.654 3.759  0.096
H: 7.293 -3.317 4.328  0.096
H: 5.463 -2.038 2.927  0.137
H: 5.018 -3.838 5.146  0.139
H: 4.212 -3.686 3.659  0.122
C: 0.891 -4.013 5.790  0.004
C: 0.772 -2.662 6.608  -0.325
C: 0.166 -1.524 5.800  -0.063
O: -0.957 -1.073 6.574  0.098
C: -1.212 -2.020 7.431  -0.567
O: -2.240 -2.031 8.101  0.115
O: -0.204 -2.912 7.519  0.084
H: 0.036 -4.452 5.275  0.084
H: 1.142 -4.706 6.593  0.079
H: 1.678 -4.002 5.036  0.063
H: 1.722 -2.390 7.069  0.147
H: -0.327 -2.006 4.956  0.114
H: 0.857 -0.756 5.451  0.123
C: 3.775 -3.007 -2.305  0.006
C: 3.349 -2.994 -0.796  -0.321
C: 2.589 -4.175 -0.369  -0.058
O: 3.452 -4.634 0.693  0.127
C: 4.578 -4.038 0.745  -0.643
O: 5.479 -4.266 1.548  0.103
O: 4.561 -3.087 -0.119  0.075
H: 4.614 -2.317 -2.399  0.068
H: 3.016 -2.702 -3.025  0.058
H: 4.117 -3.984 -2.647  0.088
H: 2.878 -2.082 -0.428  0.129
H: 2.546 -4.917 -1.166  0.134
H: 1.551 -3.953 -0.118  0.114
C: -4.398 -3.026 1.715  0.017
C: -4.349 -2.418 3.141  -0.298
C: -3.024 -2.414 3.875  -0.119
O: -3.084 -1.129 4.458  0.035
C: -3.876 -0.294 3.667  -0.427
O: -3.847 0.968 3.769  0.074
O: -4.717 -1.054 2.921  0.080
H: -3.554 -2.684 1.117  0.065
H: -5.319 -2.936 1.138  0.093
H: -4.121 -4.059 1.925  0.092
H: -5.048 -2.778 3.895  0.155
H: -2.216 -2.534 3.153  0.125
H: -3.135 -3.225 4.595  0.142
C: 0.259 3.961 2.000  -0.005
C: -0.527 5.112 2.657  -0.350
C: 0.293 5.983 3.588  -0.092
O: -0.029 7.308 3.252  0.093
C: -0.668 7.332 2.088  -0.486
O: -1.021 8.301 1.417  0.126
O: -0.872 6.018 1.707  0.061
H: 0.913 3.415 2.680  0.084
H: 0.847 4.225 1.121  0.086
H: -0.384 3.258 1.472  0.049
H: -1.462 4.836 3.143  0.136
H: 1.353 5.798 3.411  0.121
H: 0.068 5.773 4.634  0.140
C: 4.388 2.723 4.684  -0.012
C: 4.817 3.906 3.776  -0.298
C: 5.644 3.460 2.572  -0.110
O: 5.096 4.200 1.526  0.109
C: 3.961 4.759 1.873  -0.561
O: 3.230 5.412 1.172  0.149
O: 3.650 4.395 3.142  0.062
H: 5.275 2.284 5.140  0.088
H: 3.750 2.007 4.166  0.077
H: 3.923 3.105 5.593  0.085
H: 5.337 4.686 4.332  0.153
H: 5.543 2.377 2.496  0.124
H: 6.714 3.533 2.765  0.140


Question: Which of these has the lowest ΔE to the lowest compared entry with this formula, charge and spin?
Answer: C61H73As3CdGeN3O3P


Question: Look up the LUMO of the second one.
Answer: 1.0 eV


Question: Look up the net charge of the second one.
Answer: -1


Question: Among the records above, which one has the highest electronic energy?
Answer: C61H96NO40